DFT (the ωB97M-V functional and the def2-TZVPD basis) results for a cluster of 2 separate species, C6H12O4 in total in a non-equilibrium geometry.

Geometry as XYZ:
```
22
C6H12O4 the ωB97M-V functional and the def2-TZVPD basis
O 1.648 0.389 1.325
O 2.001 2.290 2.670
C 2.365 1.126 1.996
C 0.694 3.776 1.488
C 0.667 2.714 2.543
H 3.425 0.859 2.176
H 1.068 3.509 0.486
H 1.309 4.602 1.885
H -0.347 4.128 1.393
H 0.508 3.203 3.523
H -0.026 1.853 2.479
O 1.269 -3.269 -1.850
O -0.733 -2.307 -1.088
C 0.642 -2.589 -1.030
C -2.543 -2.143 -2.825
C -1.591 -3.043 -1.972
H 1.093 -1.984 -0.218
H -3.305 -1.654 -2.195
H -3.055 -2.705 -3.624
H -1.917 -1.363 -3.289
H -2.254 -3.667 -1.341
H -0.919 -3.724 -2.529
```

Summary:
Kohn-Sham gap   0.42196 Ha
Charge   0
Energy above the lowest of the compared OMol25 structures with the same formula, charge and spin   35.7 kcal per mole
Lowest unoccupied orbital energy   0.86 eV

=====

DFT (the ωB97M-V functional and the def2-TZVPD basis) results for the ion C6H12O4 with charge +1 in a non-equilibrium geometry.

Geometry as XYZ:
```
22
C6H12O4 the ωB97M-V functional and the def2-TZVPD basis
C -1.190 -2.178 -0.198
O -0.467 -1.237 0.598
C -0.850 0.030 0.522
C -0.191 0.875 1.616
O 0.701 0.829 2.441
H -0.823 -3.168 0.085
H -2.266 -2.098 0.010
H -0.988 -2.002 -1.263
H -1.943 0.175 0.530
H -0.939 1.659 1.884
H 1.647 -0.036 0.585
O 1.894 -1.128 -1.179
C 1.908 0.061 -0.600
C 0.885 1.065 -1.108
O -0.481 0.601 -0.848
C -1.522 1.322 -1.575
H 2.914 0.530 -0.647
H 0.946 1.172 -2.196
H 1.006 2.021 -0.581
H -2.445 0.752 -1.448
H -1.608 2.333 -1.163
H -1.222 1.327 -2.625
```

Summary:
2S+1   2
<S²>   0.7547
Kohn-Sham gap (spin up / spin down)   0.37571 / 0.32305 Ha
Charge   +1
Energy above the lowest of the compared OMol25 structures with the same formula, charge and spin   52.8 kcal per mole
Lowest unoccupied orbital energy (spin up / spin down)   -4.43 / -5.67 eV

=====

What did the second record say?
DFT (the ωB97M-V functional and the def2-TZVPD basis) results for the ion C6H12O4 with charge +1 in a non-equilibrium geometry.

Geometry as XYZ:
```
22
C6H12O4 the ωB97M-V functional and the def2-TZVPD basis
C -1.190 -2.178 -0.198
O -0.467 -1.237 0.598
C -0.850 0.030 0.522
C -0.191 0.875 1.616
O 0.701 0.829 2.441
H -0.823 -3.168 0.085
H -2.266 -2.098 0.010
H -0.988 -2.002 -1.263
H -1.943 0.175 0.530
H -0.939 1.659 1.884
H 1.647 -0.036 0.585
O 1.894 -1.128 -1.179
C 1.908 0.061 -0.600
C 0.885 1.065 -1.108
O -0.481 0.601 -0.848
C -1.522 1.322 -1.575
H 2.914 0.530 -0.647
H 0.946 1.172 -2.196
H 1.006 2.021 -0.581
H -2.445 0.752 -1.448
H -1.608 2.333 -1.163
H -1.222 1.327 -2.625
```

Summary:
2S+1   2
<S²>   0.7547
Kohn-Sham gap (spin up / spin down)   0.37571 / 0.32305 Ha
Charge   +1
Energy above the lowest of the compared OMol25 structures with the same formula, charge and spin   52.8 kcal per mole
Lowest unoccupied orbital energy (spin up / spin down)   -4.43 / -5.67 eV

=====

- The highest energy above the lowest of the compared OMol25 structures with the same formula, charge and spin belongs to which entry?
  number 2